# 1
131
Properties=species:S:1:pos:R:3:forces:R:3 method="wB97M-V/def2-TZVPD" multiplicity=1 total_energy_ev=-64476.27582 e_homo_ev=-11.07 relative_energy_ev=9.300 orbital_gap_ev=3.89 charge=+1
Hg 3.092 -1.345 1.572 -2.077 1.804 -0.681
C -0.548 -0.504 -1.037 -0.057 -0.411 0.513
C 0.570 0.258 -0.327 0.080 1.002 0.268
C 0.033 1.238 0.704 1.923 -6.845 1.141
O 1.563 -0.635 0.127 0.984 -2.321 0.098
H -1.221 -1.036 -0.354 0.756 -0.263 -0.087
H -0.168 -1.205 -1.775 0.075 0.087 -0.056
H -1.218 0.213 -1.521 0.364 -0.115 -0.060
H 1.056 0.870 -1.103 0.111 0.034 0.028
H -0.376 0.748 1.592 0.861 -2.014 -0.515
H -0.789 1.826 0.293 -0.223 -2.918 1.689
H 0.907 1.832 0.968 -0.355 0.237 0.469
C -1.116 2.748 2.490 0.675 0.716 1.113
C -0.455 3.986 1.868 -0.069 -0.254 0.774
C -0.750 4.115 0.384 0.034 1.171 0.313
O -0.373 2.907 -0.249 -0.839 8.278 -4.934
C -0.717 2.910 -1.620 -0.289 0.321 -0.813
N -0.801 5.218 2.574 -1.027 0.379 0.240
H -0.860 2.711 3.554 -0.223 0.448 0.185
H -0.633 1.850 2.099 -1.722 1.710 1.304
H -2.201 2.813 2.418 -0.075 -0.336 -0.219
H 0.631 3.873 1.965 -0.091 0.084 -0.031
H -0.171 4.945 -0.044 -0.132 0.005 0.111
H -1.817 4.352 0.242 0.083 -0.269 -0.146
H -0.238 3.736 -2.155 0.038 -0.090 0.005
H -1.799 2.999 -1.763 -0.010 0.001 0.089
H -0.390 1.957 -2.034 0.038 0.215 -0.097
H -1.792 5.449 2.430 0.322 0.021 -0.639
H -0.872 5.038 3.577 0.769 -0.138 -0.108
C -0.275 -5.401 -2.476 0.325 -0.161 0.316
C -0.559 -4.171 -1.606 -0.423 -1.116 -0.764
C -1.668 -4.514 -0.623 -0.848 0.270 -0.439
O -2.910 -4.659 -1.281 -0.227 -0.102 -0.448
C -3.967 -4.860 -0.354 0.810 0.461 0.387
N 0.646 -3.749 -0.915 0.099 0.606 0.143
H 0.509 -5.211 -3.208 0.114 0.066 0.138
H -1.138 -5.775 -3.025 -0.231 0.236 0.172
H 0.048 -6.202 -1.803 0.140 -0.098 -0.202
H -0.892 -3.400 -2.307 -0.016 0.381 0.373
H -1.791 -3.696 0.102 0.285 -0.118 0.360
H -1.452 -5.478 -0.147 0.323 0.160 0.449
H -3.795 -5.762 0.247 -0.125 -0.033 -0.119
H -4.916 -4.917 -0.875 0.038 -0.025 -0.157
H -3.951 -3.997 0.332 -0.389 -0.190 0.052
H 0.918 -4.397 -0.182 -0.099 -0.163 -0.147
H 0.485 -2.843 -0.477 0.108 -0.130 0.095
C -1.917 -0.489 3.877 -0.169 0.680 0.018
C -2.563 -1.855 4.098 0.913 0.618 0.443
C -1.572 -2.921 3.635 -0.963 -0.429 -0.720
O -2.166 -4.190 3.834 -0.013 0.325 0.131
C -1.332 -5.250 3.456 -0.499 -0.715 -0.585
N -2.893 -2.004 5.526 0.144 -0.605 -0.554
H -1.596 -0.272 2.855 0.055 -0.511 -0.065
H -1.060 -0.351 4.542 0.064 -0.208 0.022
H -2.578 0.351 4.103 -0.254 -0.249 0.235
H -3.482 -1.906 3.512 0.001 -0.243 0.012
H -0.614 -2.864 4.170 0.052 0.171 0.115
H -1.407 -2.803 2.551 0.310 0.109 0.047
H -1.948 -6.143 3.322 -0.101 0.063 0.446
H -0.574 -5.460 4.212 0.273 0.100 -0.165
H -0.934 -5.111 2.440 0.454 0.336 0.243
H -2.013 -1.954 6.042 -0.167 0.151 0.059
H -3.166 -2.987 5.615 -0.193 0.305 0.270
C 2.637 2.206 3.332 -0.025 -0.838 -1.239
C 2.292 0.954 4.098 0.492 -0.384 1.554
C 1.234 1.217 5.202 -0.880 -0.189 -0.958
O 1.375 2.445 5.839 -0.018 -0.278 0.405
C 2.373 2.400 6.827 1.069 0.660 0.886
N 1.798 -0.201 3.285 0.047 0.442 0.087
H 3.216 1.890 2.452 0.184 0.264 0.093
H 3.240 2.889 3.916 -0.096 0.068 0.119
H 1.758 2.702 2.921 -0.010 0.068 0.362
H 3.196 0.587 4.596 0.027 0.085 -0.079
H 1.152 0.367 5.892 0.405 0.078 0.236
H 0.255 1.223 4.703 0.135 0.328 -0.021
H 2.262 1.612 7.579 -0.242 -0.364 -0.433
H 2.390 3.307 7.435 -0.461 0.202 -0.437
H 3.381 2.359 6.394 -0.067 -0.296 -0.089
H 1.275 -0.808 3.920 0.263 -0.232 -0.150
H 1.082 0.175 2.659 -0.006 -0.206 -0.497
C 5.941 4.573 -3.998 0.684 1.340 -0.678
C 5.433 4.046 -2.685 0.366 -0.993 0.530
C 4.006 4.411 -2.300 0.333 0.697 -1.014
O 3.747 3.877 -1.030 -0.175 -0.158 0.315
C 2.424 4.112 -0.634 -0.576 -0.452 -0.107
N 5.633 2.572 -2.652 -0.425 0.259 -0.417
H 5.586 4.106 -4.919 -0.237 -0.329 0.268
H 7.034 4.555 -4.018 -0.058 -0.589 0.040
H 5.788 5.651 -4.143 -0.519 -0.109 0.289
H 6.114 4.423 -1.916 -0.289 0.264 0.139
H 3.304 4.058 -3.074 -0.027 -0.427 0.197
H 3.866 5.503 -2.321 0.165 0.004 0.332
H 2.234 3.763 0.382 0.556 0.240 0.176
H 1.707 3.512 -1.214 0.294 0.252 -0.343
H 2.170 5.169 -0.726 -0.084 0.113 0.105
H 4.992 2.174 -1.971 0.162 0.028 0.056
H 5.329 2.216 -3.557 0.108 -0.141 0.118
C 2.256 -2.880 -4.799 0.231 0.159 -0.324
C 2.261 -1.536 -4.076 -0.395 -0.976 0.266
C 0.999 -0.737 -4.321 0.132 0.075 -0.847
O 0.823 -0.494 -5.710 -0.437 -0.226 0.664
C -0.440 0.107 -5.860 0.079 1.026 -0.478
N 2.403 -1.793 -2.637 -0.165 0.966 0.858
H 1.347 -3.457 -4.623 -0.015 0.012 0.177
H 3.131 -3.436 -4.461 -0.118 -0.172 0.083
H 2.362 -2.758 -5.878 -0.125 0.120 0.034
H 3.140 -1.009 -4.449 -0.062 0.330 0.218
H 1.011 0.246 -3.825 0.245 -0.037 0.274
H 0.111 -1.260 -3.937 0.163 -0.273 0.040
H -0.438 0.638 -6.812 -0.161 -0.196 -0.115
H -0.581 0.873 -5.085 -0.050 0.054 0.017
H -1.302 -0.561 -5.796 0.244 -0.383 -0.095
H 2.103 -0.965 -2.116 0.622 0.105 -0.180
H 1.745 -2.461 -2.235 0.230 -0.604 -0.752
C -2.869 -0.606 -3.247 0.393 0.045 -0.300
C -3.987 -1.391 -2.577 0.149 0.107 -0.479
C -3.949 -1.228 -1.064 -0.026 -0.087 0.177
O -3.982 0.135 -0.690 0.230 0.602 -0.537
C -3.239 0.350 0.468 -0.315 -0.285 1.330
N -5.286 -1.051 -3.175 0.082 0.031 0.711
H -1.934 -1.139 -3.051 -0.028 0.399 0.075
H -2.820 0.437 -2.922 0.070 -0.151 0.332
H -2.913 -0.523 -4.333 -0.591 -0.450 -0.008
H -3.751 -2.445 -2.756 -0.405 -0.089 -0.071
H -3.044 -1.676 -0.628 -0.163 -0.231 -0.283
H -4.820 -1.725 -0.613 0.082 -0.122 -0.035
H -3.337 1.362 0.853 -0.156 0.288 -0.454
H -2.173 0.116 0.367 -0.656 0.245 0.098
H -3.656 -0.281 1.268 0.185 -0.079 0.144
H -5.428 -0.050 -3.040 0.020 -0.045 -0.169
H -5.999 -1.474 -2.581 -0.102 -0.045 -0.329

***

# 2
13
Properties=species:S:1:pos:R:3:forces:R:3 method="wB97M-V/def2-TZVPD" smiles=OC[C@@]1(O)O[C@@H]1O multiplicity=1 total_energy_ev=-11396.90214 e_homo_ev=-10.30 relative_energy_ev=1.791 orbital_gap_ev=10.89 charge=0
C 0.084 0.108 -0.152 -0.238 -0.146 0.859
C -1.250 -0.455 0.094 0.396 -0.207 0.449
C 1.343 -0.469 0.471 -0.458 0.214 0.160
O -0.589 -0.644 -1.130 0.095 -0.354 -0.966
O 0.213 1.455 -0.373 0.145 0.177 -0.142
O -2.308 0.423 0.095 -0.185 0.281 -0.024
O 2.492 -0.097 -0.232 0.368 0.211 -0.357
H -0.659 1.822 -0.579 0.045 -0.078 0.043
H -3.047 0.049 -0.402 0.096 -0.019 0.058
H 2.414 0.841 -0.451 0.046 -0.078 0.044
H -1.380 -1.357 0.688 -0.144 0.007 -0.046
H 1.296 -1.560 0.456 -0.112 0.108 0.043
H 1.389 -0.117 1.514 -0.053 -0.117 -0.122